[1]
Formula: C3H11O
Source: the Open Molecules 2025 dataset
Level of theory: ωB97M-V/def2-TZVPD

Structure (ORCA input):
```
! RIJCOSX wB97M-V def2-TZVPD def2/J DEFGRID3
* xyz 1 1
O 2.322 -1.682 0.531
H 3.223 -1.195 0.542
H 2.396 -2.488 -0.012
H 1.707 -0.974 0.229
C -0.351 0.756 0.998
C -0.603 -0.087 -0.263
C -1.628 0.781 -1.142
H 0.235 0.337 1.824
H -1.250 1.257 1.582
H 0.268 1.738 0.557
H -0.998 -1.089 -0.177
H 0.364 -0.259 -0.796
H -1.362 0.751 -2.166
H -2.753 0.398 -0.945
H -1.570 1.755 -0.761
*
```

HOMO level = -15.1 eV
Relative energy (zero: lowest compared OMol25 entry of this formula, charge and spin) = 29.3 kcal per mole
Frontier orbital gap = 9.8 eV
E_tot = -195.76958 a.u.

=====

[2]
Formula: C3H11O2S
Source: the Open Molecules 2025 dataset
Level of theory: ωB97M-V/def2-TZVPD

Structure (ORCA input):
```
! RIJCOSX wB97M-V def2-TZVPD def2/J DEFGRID3
* xyz -1 1
C 0.500 -0.217 1.366
C 1.701 0.379 0.601
C 1.690 0.659 -0.992
S 0.367 1.871 -1.598
H 0.368 -1.134 0.824
H 0.646 -0.321 2.416
H -0.364 0.485 1.087
H 2.558 -0.503 0.793
H 1.982 1.396 0.860
H 2.653 1.143 -1.187
H 1.827 -0.280 -1.454
H -3.345 -0.079 0.098
H -3.220 -1.363 0.610
O -3.469 -0.559 0.979
H -0.870 -0.896 -1.894
H -1.253 0.066 -0.995
O -1.771 -0.649 -1.513
*
```

HOMO level = -3.0 eV
Relative energy (zero: lowest compared OMol25 entry of this formula, charge and spin) = 41.9 kcal per mole
Frontier orbital gap = 6.9 eV
E_tot = -669.55410 a.u.

=====

[3]
Formula: C3H11P3
Source: the Open Molecules 2025 dataset
Level of theory: ωB97M-V/def2-TZVPD

Structure (ORCA input):
```
! RIJCOSX wB97M-V def2-TZVPD def2/J DEFGRID3
* xyz 0 3
C -3.696 -0.465 0.304
C -2.689 0.597 -0.014
C -1.376 0.567 0.177
P 3.267 -1.824 0.457
P 2.825 1.649 0.576
P 2.962 -0.032 -0.897
H -4.074 -0.629 1.368
H -4.655 -0.489 -0.231
H -3.455 -1.541 0.092
H 4.264 0.021 -1.248
H -3.301 1.502 -0.167
H -0.796 -0.366 0.503
H -0.627 1.428 0.034
H 3.774 -2.588 -0.801
H 1.980 -2.279 0.327
H 3.777 2.257 -0.270
H 1.821 2.193 -0.208
*
```

HOMO level (alpha / beta) = -5.4 / -8.5 eV
⟨S²⟩ = 2.0066
Relative energy (zero: lowest compared OMol25 entry of this formula, charge and spin) = 64.2 kcal per mole
Frontier orbital gap (alpha / beta) = 6.2 / 6.4 eV
E_tot = -1144.68042 a.u.

=====

[4]
Formula: C3H12BrCuN6O3
Source: the Open Molecules 2025 dataset
Level of theory: ωB97M-V/def2-TZVPD

Structure (ORCA input):
```
! RIJCOSX wB97M-V def2-TZVPD def2/J DEFGRID3
* xyz 1 2
Cu -1.424 3.252 -0.036
Br -0.566 0.787 -0.863
C -2.320 1.636 2.686
O -2.009 2.543 1.895
N -3.085 1.870 3.781
N -1.917 0.351 2.483
H -3.524 2.746 3.987
H -3.188 1.131 4.455
H -1.947 -0.378 3.171
H -1.482 0.192 1.591
C 0.021 0.060 -4.832
O 0.393 0.115 -5.986
N -0.439 1.198 -4.174
N 0.004 -1.055 -4.058
H -0.643 1.199 -3.170
H -0.726 2.044 -4.661
H 0.430 -1.870 -4.471
H -0.185 -1.068 -3.068
C 2.470 -1.960 1.785
O 1.619 -2.349 2.573
N 3.748 -2.479 1.786
N 2.223 -1.028 0.807
H 4.368 -2.325 1.017
H 3.958 -3.047 2.585
H 2.925 -0.850 0.113
H 1.294 -0.715 0.605
*
```

HOMO level (alpha / beta) = -11.8 / -11.8 eV
⟨S²⟩ = 0.7712
Relative energy (zero: lowest compared OMol25 entry of this formula, charge and spin) = 22.4 kcal per mole
Frontier orbital gap (alpha / beta) = 7.7 / 3.0 eV
E_tot = -4890.06443 a.u.

=====

[5]
Formula: C3H12FeO15S3
Source: the Open Molecules 2025 dataset
Level of theory: ωB97M-V/def2-TZVPD

Structure (ORCA input):
```
! RIJCOSX wB97M-V def2-TZVPD def2/J DEFGRID3
* xyz -3 6
Fe -8.710 8.867 7.205
S -6.056 9.210 9.313
O -4.680 9.355 8.804
O -7.006 9.053 8.144
O -6.191 8.100 10.273
O -6.516 10.320 10.181
S -9.038 9.663 4.619
O -9.189 8.754 3.486
O -9.123 11.064 4.265
O -9.959 9.302 5.738
O -7.860 9.316 5.463
S -10.054 8.387 10.279
O -9.233 7.424 11.063
O -11.505 8.145 10.355
O -9.617 9.625 10.958
O -9.585 8.427 8.838
C -10.038 11.532 8.228
O -8.873 10.917 7.707
H -9.950 12.622 8.227
H -10.903 11.188 7.658
H -10.320 11.311 9.263
H -8.174 11.571 7.762
C -7.305 6.178 7.800
O -7.986 7.000 6.812
H -7.488 5.120 7.604
H -6.261 6.490 7.768
H -7.668 6.438 8.796
H -7.841 6.564 5.971
C -11.428 6.338 5.948
O -10.919 7.057 7.055
H -10.617 5.799 5.453
H -12.235 5.664 6.248
H -11.788 7.033 5.180
H -11.637 7.094 7.697
*
```

HOMO level (alpha / beta) = 1.9 / 2.0 eV
⟨S²⟩ = 8.7574
Frontier orbital gap (alpha / beta) = 4.9 / 4.9 eV
E_tot = -3708.31812 a.u.